A structure of composition C68H148CaN8O12 at a distorted geometry. Source: the Open Molecules 2025 dataset; level of theory: ωB97M-V with the def2-TZVPD basis set.

Element x y z (Å)
1 Ca 0.7606 -0.2613 -0.8395
2 C -6.9449 -4.5794 1.5594
3 C -5.7140 -4.9709 0.6412
4 C -4.7994 -3.9568 0.0171
5 N -3.5129 -4.5016 -0.5876
6 C -3.0350 -3.5583 -1.6353
7 C -2.4409 -4.6047 0.6221
8 C -1.7235 -5.8931 0.3732
9 C -2.8064 -6.7772 -0.2560
10 C -3.5602 -5.9054 -1.2891
11 H -7.6740 -5.3810 1.6771
12 H -7.5686 -3.8137 1.0980
13 H -6.6430 -4.3130 2.5723
14 H -6.0448 -5.7186 -0.0797
15 H -5.0913 -5.5954 1.2817
16 H -4.5133 -3.2222 0.7699
17 H -5.2862 -3.2779 -0.6830
18 H -2.8684 -2.5265 -1.3256
19 H -3.7396 -3.5625 -2.4670
20 H -2.0463 -3.7669 -2.0442
21 H -1.8785 -3.6754 0.7126
22 H -3.0319 -4.7072 1.5323
23 H -0.8295 -5.7025 -0.2206
24 H -1.3245 -6.3943 1.2551
25 H -2.3374 -7.6333 -0.7410
26 H -3.6082 -7.0287 0.4382
27 H -3.1193 -5.9904 -2.2823
28 H -4.5930 -6.2045 -1.4678
29 C 3.4957 3.7021 5.5141
30 C 4.5248 4.0562 4.3922
31 C 4.1647 3.6163 2.9693
32 N 5.0435 4.2824 1.8662
33 C 5.2549 5.8607 1.8756
34 C 4.4539 3.8882 0.4688
35 C 4.8295 2.4380 0.1512
36 C 6.1601 2.2801 0.9670
37 C 6.4072 3.5237 1.6653
38 H 3.5546 4.2706 6.4422
39 H 3.6457 2.6850 5.8764
40 H 2.4872 3.8544 5.1295
41 H 5.5054 3.6264 4.5967
42 H 4.6819 5.1348 4.3924
43 H 3.1546 3.9948 2.8126
44 H 4.2527 2.5342 2.8715
45 H 4.3146 6.4119 1.8693
46 H 5.7735 6.0732 0.9408
47 H 5.9918 6.0573 2.6544
48 H 4.8940 4.4774 -0.3357
49 H 3.3689 3.9839 0.5110
50 H 4.9317 2.1859 -0.9043
51 H 4.0138 1.7664 0.4191
52 H 6.9703 1.9294 0.3276
53 H 6.1381 1.4768 1.7034
54 H 6.9083 4.2366 1.0106
55 H 6.8579 3.4434 2.6545
56 C 0.0481 5.3175 -4.5103
57 C -0.6169 5.9726 -3.1871
58 C -1.6717 5.0193 -2.4879
59 N -1.5132 4.9121 -0.9556
60 C -0.0946 4.4498 -0.6182
61 C -1.8722 6.2292 -0.2715
62 C -3.4709 6.1337 -0.0936
63 C -3.8786 4.6548 -0.3341
64 C -2.5443 3.7980 -0.4909
65 H -0.6851 5.3039 -5.3166
66 H 0.2784 4.2685 -4.3241
67 H 0.9589 5.8075 -4.8545
68 H -1.1691 6.8967 -3.3585
69 H 0.2365 6.1994 -2.5480
70 H -1.7057 3.9584 -2.7357
71 H -2.6727 5.4089 -2.6733
72 H 0.5552 5.3247 -0.6375
73 H 0.1712 3.7382 -1.3999
74 H -0.0450 3.8968 0.3198
75 H -1.4593 6.0772 0.7258
76 H -1.5303 7.1749 -0.6921
77 H -3.7890 6.4451 0.9014
78 H -3.8440 6.8170 -0.8566
79 H -4.5682 4.2931 0.4285
80 H -4.3515 4.6128 -1.3153
81 H -2.2532 3.3414 0.4551
82 H -2.6061 2.9288 -1.1457
83 C -0.3471 -2.5220 -10.2621
84 C 0.1350 -2.2796 -8.8036
85 C 1.1411 -1.1218 -8.5869
86 N 1.5986 -0.8734 -7.1401
87 C 0.4086 -0.3336 -6.3124
88 C 2.7903 0.1822 -7.1782
89 C 3.6478 -0.2861 -6.0008
90 C 3.0575 -1.4383 -5.3244
91 C 2.2567 -2.0634 -6.3955
92 H -1.1945 -3.1927 -10.1196
93 H 0.2268 -2.9969 -11.0578
94 H -0.7709 -1.6715 -10.7960
95 H 0.6707 -3.1567 -8.4403
96 H -0.6511 -2.2454 -8.0493
97 H 0.8690 -0.1119 -8.8936
98 H 1.9920 -1.5202 -9.1396
99 H -0.0514 0.5619 -6.7303
100 H 0.6743 0.0329 -5.3209
101 H -0.4651 -0.9806 -6.2335
102 H 2.2805 1.1449 -7.2151
103 H 3.2960 0.0220 -8.1304
104 H 3.7477 0.5773 -5.3430
105 H 4.6713 -0.5203 -6.2937
106 H 2.3848 -1.2824 -4.4811
107 H 3.7387 -2.1992 -4.9437
108 H 1.5965 -2.8458 -6.0213
109 H 2.9464 -2.4760 -7.1318
110 C -8.5008 -0.0647 -0.9330
111 C -7.5901 -0.2509 -2.1239
112 C -6.2830 0.6980 -2.1469
113 N -5.2948 0.4862 -3.2954
114 C -6.1028 0.5663 -4.6674
115 C -4.5008 -0.8585 -3.0877
116 C -3.1019 -0.6745 -3.8677
117 C -2.9904 0.8706 -4.0632
118 C -4.1582 1.4784 -3.3253
119 H -9.5742 -0.1516 -1.1012
120 H -8.4286 0.9274 -0.4873
121 H -8.2532 -0.7818 -0.1504
122 H -8.1066 0.0555 -3.0336
123 H -7.4290 -1.3009 -2.3682
124 H -5.7807 0.6676 -1.1800
125 H -6.5190 1.7526 -2.2888
126 H -6.5116 -0.4296 -4.8381
127 H -5.3849 0.7907 -5.4563
128 H -6.8457 1.3497 -4.5179
129 H -5.1254 -1.7289 -3.2885
130 H -4.3588 -0.7780 -2.0100
131 H -3.1745 -1.0685 -4.8814
132 H -2.2713 -1.0562 -3.2740
133 H -2.9276 1.1004 -5.1268
134 H -2.0865 1.3894 -3.7439
135 H -4.5650 2.4168 -3.7022
136 H -3.7687 1.7996 -2.3593
137 C -0.1454 5.3109 3.2608
138 C -1.0516 4.0536 3.1751
139 C -1.9415 3.8638 4.4012
140 N -2.5345 2.4175 4.5173
141 C -2.3162 1.4879 3.3290
142 C -1.9817 1.7382 5.7944
143 C -2.8594 2.2509 6.9552
144 C -4.0807 2.8803 6.2411
145 C -4.0714 2.5469 4.7890
146 H 0.5869 5.2687 2.4544
147 H 0.3521 5.2099 4.2254
148 H -0.7749 6.1953 3.1628
149 H -0.2689 3.2955 3.2001
150 H -1.4644 4.0040 2.1675
151 H -2.6752 4.6698 4.3972
152 H -1.4322 4.0173 5.3527
153 H -2.7261 0.4938 3.5073
154 H -1.2294 1.4052 3.3438
155 H -2.7588 1.9870 2.4669
156 H -1.9907 0.6626 5.6182
157 H -0.9269 1.9729 5.9368
158 H -3.1206 1.3754 7.5497
159 H -2.4170 2.9650 7.6497
160 H -4.9355 2.5242 6.8161
161 H -4.0385 3.9648 6.3414
162 H -4.6114 1.6098 4.6531
163 H -4.4953 3.3001 4.1249
164 C 7.1256 -4.4208 3.2413
165 C 7.0445 -3.5638 1.9394
166 C 5.5583 -3.5934 1.5342
167 N 5.3306 -2.7358 0.2572
168 C 5.3246 -1.2262 0.6330
169 C 3.8953 -3.0885 -0.1315
170 C 3.8627 -2.9532 -1.6024
171 C 5.2444 -3.4303 -2.1772
172 C 6.2248 -3.1046 -1.0180
173 H 6.5313 -4.0919 4.0937
174 H 8.1373 -4.6555 3.5722
175 H 6.6318 -5.3901 3.1736
176 H 7.4655 -4.0453 1.0568
177 H 7.5742 -2.6137 1.8693
178 H 4.8760 -3.2896 2.3282
179 H 5.4288 -4.6379 1.2509
180 H 4.5451 -1.0969 1.3838
181 H 5.1782 -0.5015 -0.1679
182 H 6.3148 -1.0225 1.0407
183 H 3.2215 -2.5157 0.5057
184 H 3.8183 -4.1664 0.0108
185 H 3.5490 -1.9624 -1.9310
186 H 3.1528 -3.6883 -1.9817
187 H 5.5392 -2.9676 -3.1191
188 H 5.1589 -4.5158 -2.1288
189 H 6.9659 -2.3255 -1.1969
190 H 6.7742 -4.0001 -0.7275
191 C 1.2861 -0.3935 7.1890
192 C 0.1866 -1.3286 6.6942
193 C 0.1219 -1.4388 5.1621
194 N 0.5062 -2.7755 4.6786
195 C -0.4969 -3.8811 5.1486
196 C 1.8837 -3.2124 5.1358
197 C 2.5012 -4.1088 4.0359
198 C 2.0507 -3.4819 2.7983
199 C 0.6989 -2.8317 3.1326
200 H 1.2863 -0.1157 8.2430
201 H 1.2694 0.6172 6.7811
202 H 2.3207 -0.6896 7.0157
203 H -0.7700 -0.9483 7.0524
204 H 0.3832 -2.1934 7.3279
205 H 0.8974 -0.8166 4.7155
206 H -0.8572 -1.2715 4.7133
207 H -1.3518 -3.7289 4.4898
208 H -0.8790 -3.7885 6.1652
209 H 0.0024 -4.8472 5.0749
210 H 2.0057 -3.6071 6.1445
211 H 2.3567 -2.2323 5.1966
212 H 2.2396 -5.1667 4.0546
213 H 3.5910 -4.0993 4.0178
214 H 1.9737 -4.1437 1.9356
215 H 2.7227 -2.6609 2.5486
216 H -0.1165 -3.4270 2.7215
217 H 0.6779 -1.7953 2.7959
218 O 0.5910 -4.3183 -1.8813
219 C 0.6646 -3.0297 -1.6271
220 O 0.5977 -2.5822 -0.4480
221 O 0.7812 -2.1646 -2.5142
222 H 0.5658 -4.5495 -0.9499
223 O 1.8634 2.2934 -3.7995
224 C 1.5068 1.3493 -3.0682
225 O 2.3545 0.8212 -2.3511
226 O 0.3697 1.0914 -2.9329
227 H 2.7392 2.2898 -3.4064
228 O 2.0896 0.8871 2.9418
229 C 1.7956 0.7199 1.6169
230 O 2.2251 -0.2771 0.9733
231 O 1.0503 1.5301 0.9623
232 H 2.9098 0.3894 2.9751
233 O -3.4125 -0.5731 0.6816
234 C -2.1122 -0.3607 0.5345
235 O -1.6191 0.2958 -0.3846
236 O -1.3863 -0.9744 1.3245
237 H -3.3568 -1.1949 1.4109

## Properties
total energy	-127789.2310	eV
total charge	+6
relative energy (zero: lowest compared OMol25 entry of this formula, charge and spin)	64.1	kcal/mol
E_HOMO	-19.822	eV
LUMO energy	-10.37	eV
orbital gap	9.4	eV

=====

A cluster of 12 separate species, C68H150F12N8O12S in total at a distorted geometry. Source: the Open Molecules 2025 dataset; level of theory: ωB97M-V with the def2-TZVPD basis set.

Element x y z (Å)
1 C -2.4196 -0.6513 2.8996
2 N -1.8603 -1.3590 4.1289
3 C -3.0724 -1.8063 4.9310
4 C -1.0483 -2.5648 3.5957
5 C -0.9615 -0.3882 4.9430
6 C -1.6659 0.6478 5.8070
7 O -2.8300 1.3898 5.2662
8 H -3.1572 0.1158 3.1352
9 H -2.9836 -1.4006 2.3442
10 H -1.5860 -0.2316 2.3365
11 H -2.8328 -2.2453 5.8995
12 H -3.5076 -2.6266 4.3603
13 H -3.7175 -0.9386 5.0689
14 H -1.7820 -3.1053 2.9977
15 H -0.9156 -3.1069 4.5321
16 H -0.1388 -2.1622 3.1498
17 H -0.3058 0.1392 4.2502
18 H -0.3788 -1.0240 5.6096
19 H -0.9210 1.3872 6.1012
20 H -1.9904 0.2473 6.7674
21 H -3.1587 1.9737 5.9537
22 C 4.1868 -1.9904 6.8805
23 N 3.9584 -0.5380 6.4559
24 C 2.5734 -0.0026 6.8922
25 C 5.0269 0.3067 7.2682
26 C 4.2849 -0.4452 4.9686
27 C 3.1330 -0.9661 4.0533
28 O 2.2874 0.1307 3.8497
29 H 3.5996 -2.6715 6.2644
30 H 3.8626 -2.0489 7.9195
31 H 5.2501 -2.2190 6.8085
32 H 2.2024 0.7497 6.1962
33 H 2.5798 0.4307 7.8923
34 H 1.8945 -0.8548 6.8618
35 H 6.0166 -0.0777 7.0214
36 H 4.9179 -0.0268 8.3001
37 H 4.9406 1.3818 7.1106
38 H 5.0651 -1.1430 4.6645
39 H 4.4585 0.6022 4.7219
40 H 2.5750 -1.8568 4.3417
41 H 3.3968 -1.2257 3.0280
42 H 1.8304 -0.0056 3.0165
43 C 6.4627 1.2826 -2.1844
44 N 4.9580 1.5801 -2.2880
45 C 4.2845 0.4915 -3.1389
46 C 4.4987 1.5574 -0.8329
47 C 4.8702 2.9521 -3.0303
48 C 3.4527 3.3858 -3.4006
49 O 2.8547 3.8218 -2.1875
50 H 6.9161 1.3007 -3.1755
51 H 6.5277 0.2865 -1.7465
52 H 6.9839 1.9902 -1.5397
53 H 4.8241 0.4436 -4.0847
54 H 3.2604 0.8617 -3.1876
55 H 4.2663 -0.4194 -2.5405
56 H 3.4635 1.8931 -0.7715
57 H 5.0681 2.3144 -0.2934
58 H 4.7410 0.5633 -0.4573
59 H 5.4570 2.8547 -3.9437
60 H 5.4004 3.6665 -2.4006
61 H 3.0720 2.6375 -4.0957
62 H 3.5291 4.3078 -3.9770
63 H 2.2475 4.4847 -2.5245
64 C -4.9591 4.3962 -0.7042
65 C -5.5301 5.6881 -0.1329
66 C -4.8939 6.1160 1.2013
67 N -5.3244 7.5131 1.7069
68 C -6.8489 7.5291 1.7892
69 C -4.8715 8.7567 0.8104
70 C -4.9820 9.9412 1.8039
71 C -4.6346 9.3875 3.1458
72 C -4.5354 7.8651 3.0263
73 H -3.9759 4.5493 -1.1490
74 H -5.6503 4.0973 -1.4922
75 H -4.8504 3.5891 0.0203
76 H -6.5944 5.4529 -0.1293
77 H -5.3126 6.4145 -0.9160
78 H -3.8117 6.2345 1.1478
79 H -5.0946 5.4557 2.0451
80 H -7.1075 8.3058 2.5089
81 H -7.1964 6.5551 2.1337
82 H -7.1587 7.7569 0.7693
83 H -5.5067 8.9323 -0.0578
84 H -3.8307 8.7086 0.4901
85 H -5.9621 10.4107 1.8874
86 H -4.2479 10.7089 1.5591
87 H -5.3653 9.6023 3.9255
88 H -3.7076 9.8179 3.5246
89 H -5.0042 7.4531 3.9199
90 H -3.5159 7.5665 2.7821
91 C -1.7480 3.4322 2.8346
92 C -0.4256 4.0882 2.5547
93 C 0.7029 3.4363 3.3809
94 N 1.9972 4.3050 3.5931
95 C 1.6331 5.3816 4.6235
96 C 2.5015 4.9176 2.2580
97 C 3.3152 3.8139 1.6314
98 C 3.9456 3.0815 2.7869
99 C 3.1667 3.4332 4.0669
100 H -2.0623 3.2946 3.8692
101 H -1.6473 2.4099 2.4701
102 H -2.6014 3.8396 2.2926
103 H -0.4960 5.1297 2.8682
104 H -0.1574 4.0144 1.5008
105 H 1.0147 2.5125 2.8935
106 H 0.3259 3.2020 4.3764
107 H 1.1607 6.2245 4.1191
108 H 2.5337 5.7284 5.1302
109 H 0.9515 4.9986 5.3831
110 H 3.0954 5.7905 2.5289
111 H 1.7040 5.3690 1.6678
112 H 4.0191 4.1622 0.8756
113 H 2.6961 3.0691 1.1313
114 H 5.0092 3.2563 2.9488
115 H 3.9136 2.0312 2.4973
116 H 3.8539 4.0571 4.6385
117 H 2.7279 2.5724 4.5713
118 C -0.4574 -6.0534 -5.7541
119 C -1.7059 -5.7343 -4.9250
120 C -1.4404 -4.6088 -3.8923
121 N -2.6218 -4.3080 -2.8876
122 C -2.7736 -5.4812 -1.8047
123 C -3.9721 -4.1289 -3.5963
124 C -4.8116 -3.1269 -2.6658
125 C -3.7602 -2.1761 -2.0546
126 C -2.4397 -2.8598 -2.2517
127 H 0.5278 -6.1764 -5.3043
128 H -0.3875 -5.2506 -6.4880
129 H -0.6541 -6.9180 -6.3880
130 H -2.0723 -6.6599 -4.4809
131 H -2.5671 -5.4308 -5.5203
132 H -1.1840 -3.7299 -4.4839
133 H -0.5318 -4.6782 -3.2941
134 H -3.0204 -6.3482 -2.4175
135 H -3.4254 -5.1258 -1.0067
136 H -1.8158 -5.7262 -1.3455
137 H -4.4823 -5.0372 -3.9169
138 H -3.6871 -3.5239 -4.4571
139 H -5.3654 -3.6788 -1.9063
140 H -5.6037 -2.7027 -3.2828
141 H -3.9667 -2.2050 -0.9847
142 H -3.8190 -1.1701 -2.4699
143 H -1.9593 -2.9564 -1.2781
144 H -1.8164 -2.3224 -2.9664
145 C 5.5576 -7.7745 -5.1420
146 C 5.1145 -6.3666 -4.6341
147 C 4.1382 -5.8342 -5.6756
148 N 3.5506 -4.3691 -5.4762
149 C 4.6783 -3.3541 -5.2872
150 C 2.5490 -4.2408 -4.2179
151 C 1.7718 -2.9371 -4.5102
152 C 1.5978 -2.8915 -6.0465
153 C 2.6080 -3.8590 -6.6588
154 H 6.2230 -8.1976 -4.3894
155 H 5.9807 -7.6717 -6.1413
156 H 4.7649 -8.5116 -5.2698
157 H 6.0079 -5.7555 -4.5056
158 H 4.6540 -6.4643 -3.6510
159 H 3.2326 -6.4406 -5.6935
160 H 4.6331 -5.9254 -6.6424
161 H 4.2923 -2.3556 -5.4922
162 H 5.4051 -3.4865 -6.0887
163 H 5.0819 -3.4239 -4.2771
164 H 3.1348 -3.9776 -3.3372
165 H 1.8951 -5.0858 -4.0024
166 H 2.4997 -2.1511 -4.3091
167 H 0.8133 -2.8252 -4.0033
168 H 1.7222 -1.9108 -6.5057
169 H 0.6012 -3.2509 -6.3028
170 H 3.1388 -3.3779 -7.4803
171 H 2.1877 -4.8351 -6.9013
172 C 4.9904 -7.6086 -0.2330
173 C 3.7528 -7.0144 0.6178
174 C 3.5665 -5.5096 0.3468
175 N 2.8386 -4.7426 1.4871
176 C 3.8198 -4.4153 2.6675
177 C 1.5174 -5.4446 1.9423
178 C 0.3060 -4.8441 1.1618
179 C 0.9403 -3.8086 0.1895
180 C 2.2352 -3.4381 0.9355
181 H 4.9721 -7.3221 -1.2845
182 H 4.9051 -8.6952 -0.2266
183 H 5.8483 -7.4089 0.4090
184 H 3.7705 -7.2329 1.6855
185 H 2.9195 -7.4900 0.1006
186 H 2.9849 -5.2864 -0.5477
187 H 4.5530 -5.0719 0.1939
188 H 3.9878 -5.3049 3.2746
189 H 3.2694 -3.7608 3.3433
190 H 4.6762 -3.8654 2.2772
191 H 1.4249 -5.1162 2.9775
192 H 1.6005 -6.5298 1.8841
193 H -0.5235 -4.5038 1.7816
194 H -0.0913 -5.6625 0.5614
195 H 0.2715 -2.9479 0.1786
196 H 1.1592 -4.1519 -0.8216
197 H 1.9838 -2.7923 1.7768
198 H 2.8909 -2.8332 0.3091
199 C -0.0628 5.4785 -3.1430
200 O -0.8516 6.1865 -4.1421
201 O 1.2435 5.9672 -3.2535
202 C -0.7162 5.4204 -1.6533
203 F 0.1199 5.1007 -0.6381
204 F -1.3662 6.6044 -1.2706
205 F -1.7247 4.5478 -1.6092
206 C -2.0103 5.6485 -4.6571
207 C -2.6379 6.7963 -5.4702
208 H -3.7216 6.8059 -5.3539
209 H -2.4055 7.7588 -5.0146
210 H -2.2842 6.9625 -6.4877
211 H -2.6497 5.2923 -3.8493
212 H -1.7393 4.7982 -5.2829
213 H -0.1364 4.4247 -3.4117
214 C -5.2140 -3.5695 1.4286
215 O -5.1525 -2.1266 1.4696
216 O -3.8544 -3.9422 1.4555
217 C -6.0946 -4.0831 2.5692
218 F -7.3341 -3.6694 2.3517
219 F -6.1247 -5.4078 2.7555
220 F -5.8748 -3.4758 3.7684
221 C -6.2392 -1.3640 0.9664
222 C -6.2228 -0.0517 1.7816
223 H -6.8179 0.6775 1.2319
224 H -6.6989 -0.1179 2.7599
225 H -5.2267 0.3341 1.9984
226 H -7.1843 -1.9037 0.9054
227 H -5.9646 -1.2085 -0.0769
228 H -5.6170 -3.8370 0.4519
229 C 0.6886 0.3428 0.3059
230 O -0.7089 0.4434 0.3769
231 O 1.0017 -0.3103 1.5445
232 C 1.2010 -0.1673 -1.0920
233 F 1.2261 0.8312 -2.0671
234 F 2.4742 -0.5766 -1.0690
235 F 0.5311 -1.2536 -1.4880
236 C -1.2636 1.5165 -0.3968
237 C -2.7836 1.3892 -0.4330
238 H -3.1337 2.0953 -1.1860
239 H -3.2152 0.4068 -0.6247
240 H -3.2346 1.7717 0.4826
241 H -0.8749 1.5047 -1.4151
242 H -0.9505 2.5217 -0.1145
243 H 1.0622 1.3608 0.4158
244 C -2.1272 1.1826 -4.5940
245 F -0.9373 1.6485 -4.9156
246 F -2.1525 0.5661 -3.4210
247 F -3.0741 2.0938 -4.7369
248 S -2.5243 -0.1931 -5.9286
249 O -2.2661 0.3640 -7.2665
250 O -1.6077 -1.2968 -5.6617
251 O -3.9609 -0.5270 -5.7193

## Properties
total energy	-152838.9460	eV
total charge	+4
E_HOMO	-12.464	eV
LUMO energy	-7.77	eV
orbital gap	4.7	eV

=====

Among the records above, which one has the lowest total energy? C68H150F12N8O12S

=====

Among the records above, which one has the lowest LUMO energy? C68H148CaN8O12

=====

Which of these has the highest E_HOMO? C68H150F12N8O12S

=====

Look up the total charge of the first one. +6